a) Density functional theory data (ωB97M-V with the def2-TZVPD basis set) for one molecule with the formula C7H13N3O4.

Results
SMILES: C[C@H](NC(=O)[C@@H](N)CC(N)=O)C(=O)O
charge: 0
gap between HOMO and LUMO: 9.38 eV

Each atom is followed by the atoms it is bonded to, with distances in Å.
Cartesian coordinates (Å):
1 C -0.26405 0.06272 -0.83134  C2 1.514, C3 1.619, H10 1.081, N21 1.450
2 C -0.82165 -0.58779 0.41669  C1 1.514, N23 1.379, O24 1.219
3 C -1.20387 1.14122 -1.58935  C1 1.619, C4 1.552, H11 1.104, H12 1.148
4 C -2.23369 0.78875 -2.69578  C3 1.552, N22 1.367, O25 1.222
5 C 1.22265 -0.68453 1.63715  C6 1.479, C7 1.892, H16 1.176, N23 1.434
6 C 1.73000 -1.59051 2.68974  C5 1.479, O26 1.215, O27 1.411
7 C 1.19176 1.00071 2.49559  C5 1.892, H17 1.168, H18 1.128, H19 1.060
8 H 1.39307 -0.68179 -1.81530  N21 1.051
9 H -0.08929 -1.29283 -2.26046  N21 1.009
10 H 0.56157 0.68681 -0.52092  C1 1.081
11 H -1.95858 1.53423 -0.88623  C3 1.104
12 H -0.53707 2.05399 -1.78889  C3 1.148
13 H -1.82109 2.38757 -4.17942  N22 1.040
14 H -2.71640 0.99349 -4.49700  N22 0.942
15 H -0.57995 -1.51582 2.22893  N23 1.080
16 H 1.78447 -0.39475 0.64496  C5 1.176
17 H 0.30500 1.08429 3.25156  C7 1.168
18 H 2.28117 0.97706 2.78774  C7 1.128
19 H 1.11512 1.58180 1.61225  C7 1.060
20 H 3.38201 -2.27267 3.12053  O27 0.887
21 N 0.46372 -1.02191 -1.46157  C1 1.450, H8 1.051, H9 1.009
22 N -2.30354 1.53040 -3.84240  C4 1.367, H13 1.040, H14 0.942
23 N -0.04431 -1.27786 1.32237  C2 1.379, C5 1.434, H15 1.080
24 O -2.02096 -0.56264 0.63127  C2 1.219
25 O -3.07585 -0.08461 -2.54813  C4 1.222
26 O 1.16226 -1.97630 3.69215  C6 1.215
27 O 3.07749 -1.87904 2.38586  C6 1.411, H20 0.887



b) Density functional theory data (ωB97M-V with the def2-TZVPD basis set) for one molecule with the formula C7H13N3O4.

Results
SMILES: NC(=O)CC[C@H](N)C(=O)NCC(=O)O
charge: 0
gap between HOMO and LUMO: 9.48 eV

Each atom is followed by the atoms it is bonded to, with distances in Å.
Cartesian coordinates (Å):
1 C -0.55969 0.84151 0.50702  C2 1.543, C3 1.500, H10 1.106, N21 1.493
2 C 0.67590 1.51545 -0.12470  C1 1.543, N23 1.317, O24 1.229
3 C -1.09479 -0.17224 -0.46113  C1 1.500, C4 1.561, H11 1.118, H12 1.064
4 C -1.96166 -1.33196 0.12257  C3 1.561, C5 1.565, H13 1.089, H14 1.076
5 C -3.47235 -1.05743 -0.18202  C4 1.565, N22 1.350, O25 1.209
6 C 2.15156 -0.38935 0.49355  C7 1.527, H18 1.080, H19 1.106, N23 1.460
7 C 3.51413 -0.97954 0.13696  C6 1.527, O26 1.191, O27 1.392
8 H -1.39925 2.34126 1.71657  N21 1.047
9 H -1.40965 2.63063 0.16314  N21 1.046
10 H -0.31347 0.37609 1.47975  C1 1.106
11 H -1.64334 0.25394 -1.33660  C3 1.118
12 H -0.21744 -0.58103 -0.90265  C3 1.064
13 H -1.87140 -1.46887 1.19902  C4 1.089
14 H -1.67494 -2.22995 -0.39612  C4 1.076
15 H -3.26873 0.94159 0.40563  N22 1.018
16 H -4.83533 0.37233 -0.19499  N22 1.008
17 H 2.53119 1.27740 -0.75150  N23 1.018
18 H 1.47578 -1.22998 0.43285  C6 1.080
19 H 2.23390 -0.20533 1.58131  C6 1.106
20 H 5.08884 -0.62840 -0.93420  O27 0.957
21 N -1.61939 1.84518 0.82083  C1 1.493, H8 1.047, H9 1.046
22 N -3.89177 0.19165 0.11132  C5 1.350, H15 1.018, H16 1.008
23 N 1.77733 0.80637 -0.25608  C2 1.317, C6 1.460, H17 1.018
24 O 0.54791 2.64743 -0.58649  C2 1.229
25 O -4.18999 -1.96740 -0.52791  C5 1.209
26 O 3.90373 -1.98615 0.64100  C7 1.191
27 O 4.22861 -0.23273 -0.79511  C7 1.392, H20 0.957



Looking at the structures above, which would you pick as the most stable? I would pick b).